Below is a cluster of 3 separate species, C43H55F4N5O16S3 in total in a non-equilibrium geometry, with properties calculated with ωB97M-V with the def2-TZVPD basis set.

Last column: Mulliken charge in e.
Element x y z (Å)
C 1.096 2.404 -1.265  -0.52
C -0.231 2.285 -1.203  -0.59
C -0.942 1.097 -0.642  0.65
C -1.132 -0.067 -1.387  0.41
C -0.532 -0.074 -2.799  -1.33
C -1.556 0.669 -3.745  -0.83
S -0.763 1.638 -5.061  -0.24
C -0.371 3.197 -4.363  0.54
N 0.815 3.664 -4.285  -1.00
N 0.803 4.898 -3.710  0.55
C -0.447 5.130 -3.472  -0.13
O -1.228 4.126 -3.825  -0.32
C -1.818 -1.154 -0.881  -1.12
N -2.080 -2.383 -1.592  1.04
C -0.975 -3.282 -1.608  0.41
O 0.141 -2.968 -1.354  -0.39
F -1.268 -4.547 -1.871  -0.24
C -2.691 -2.214 -2.842  0.17
O -3.724 -1.680 -3.067  -0.38
F -1.970 -2.688 -3.891  -0.30
C -2.303 -1.100 0.439  0.75
C -3.021 -2.326 1.019  -1.38
O -4.421 -2.173 1.187  -0.33
C -5.075 -2.172 -0.047  0.89
C -5.549 -0.808 -0.511  -0.98
O -5.246 -3.201 -0.626  -0.51
C -2.102 0.023 1.207  0.43
C -1.436 1.116 0.635  1.14
C -1.286 2.340 1.512  -0.12
O -1.384 3.459 1.092  -0.60
C -1.036 2.034 2.974  0.58
C -0.064 2.946 3.667  -1.40
C 1.275 2.945 2.855  0.54
C 2.531 2.927 3.761  -1.15
S 3.429 1.344 3.703  -0.02
C 4.232 1.359 2.129  -0.27
S 4.221 2.670 1.143  0.05
N 4.843 0.132 1.776  0.08
C 6.259 0.285 1.383  -0.76
C 6.541 -0.171 -0.072  -0.34
O 6.097 -1.488 -0.343  -0.40
C 4.898 -1.805 0.353  -0.60
C 4.081 -0.569 0.734  -0.47
C -1.651 0.997 3.519  -0.51
N -1.403 0.691 4.923  0.39
C -1.347 -0.739 5.071  0.68
O -0.401 -1.357 4.708  -0.42
F -2.408 -1.346 5.586  -0.21
C -2.345 1.284 5.805  0.58
O -2.293 1.141 6.983  -0.49
F -3.292 2.075 5.288  -0.20
C -2.564 0.144 2.656  -0.45
O -3.548 -0.388 3.091  -0.55
H 1.775 2.070 -0.476  -0.46
H 1.544 2.896 -2.131  0.26
H -0.815 3.111 -1.621  0.50
H 0.397 0.495 -2.765  0.74
H -0.391 -1.102 -3.133  0.76
H -2.246 -0.073 -4.149  0.40
H -2.168 1.333 -3.121  0.40
H -0.743 6.056 -2.998  0.56
H -2.773 -3.241 0.466  0.42
H -2.611 -2.490 2.024  0.66
H -4.905 -0.408 -1.303  0.16
H -5.463 -0.113 0.332  0.32
H -6.572 -0.832 -0.894  0.39
H 0.172 2.591 4.674  0.68
H -0.451 3.968 3.757  0.29
H 1.313 3.861 2.253  -0.19
H 1.315 2.105 2.150  0.14
H 2.266 3.082 4.815  0.53
H 3.239 3.708 3.471  0.43
H 6.669 1.286 1.544  0.47
H 6.840 -0.395 2.029  0.30
H 7.616 -0.095 -0.258  0.37
H 6.021 0.530 -0.745  0.19
H 5.189 -2.328 1.281  0.28
H 4.318 -2.530 -0.230  0.36
H 3.113 -0.902 1.131  0.40
H 3.874 0.099 -0.118  0.29
C -4.952 -7.088 -0.678  -0.71
O -3.853 -7.974 -0.661  -0.30
C -2.672 -7.342 -0.199  -0.21
C -1.625 -8.374 0.165  -0.54
O -1.813 -8.935 1.458  -0.48
C -2.860 -9.890 1.577  -0.41
C -2.513 -11.237 0.978  -0.58
O -2.724 -11.226 -0.425  -0.24
C -2.116 -12.328 -1.059  -0.77
H -4.751 -6.229 -1.328  0.24
H -5.814 -7.628 -1.065  0.28
H -5.183 -6.740 0.335  0.33
H -2.895 -6.721 0.678  0.33
H -2.291 -6.706 -1.008  0.25
H -0.658 -7.867 0.212  0.36
H -1.547 -9.152 -0.597  0.24
H -3.797 -9.502 1.175  0.20
H -2.998 -10.028 2.652  0.38
H -3.163 -12.009 1.412  0.45
H -1.466 -11.480 1.198  0.35
H -1.028 -12.293 -0.932  0.32
H -2.341 -12.269 -2.123  0.23
H -2.508 -13.272 -0.664  0.31
C 3.955 9.718 0.733  -0.78
O 3.716 8.922 -0.406  -0.24
C 4.651 7.860 -0.516  -0.56
C 4.160 6.824 -1.507  -0.50
O 3.216 5.917 -0.950  -0.32
C 1.902 6.424 -0.759  -0.74
C 1.115 6.549 -2.048  -0.23
O 1.447 7.753 -2.719  -0.47
C 0.992 7.753 -4.053  -0.74
H 4.959 10.154 0.701  0.32
H 3.221 10.522 0.740  0.23
H 3.835 9.127 1.648  0.31
H 4.804 7.388 0.462  0.31
H 5.602 8.280 -0.871  0.46
H 5.014 6.205 -1.793  0.40
H 3.775 7.287 -2.416  0.20
H 1.917 7.363 -0.204  0.28
H 1.399 5.682 -0.133  0.22
H 0.039 6.575 -1.817  0.52
H 1.326 5.688 -2.694  0.45
H 1.480 6.958 -4.627  0.28
H 1.254 8.712 -4.497  0.35
H -0.097 7.629 -4.095  0.23

Results
LUMO (eV): -1.68
Multiplicity: 1
Structure (SMILES): C=Cc1c(CCSc2nnco2)c(N(C(=O)F)C(=O)F)c(COC(C)=O)c2c1C(=O)C(CCCSC(=S)N1CCOCC1)=C(N(C(=O)F)C(=O)F)C2=O.COCCOCCOC.COCCOCCOC